A cluster of 2 separate species, C25H28NO8S in total at a distorted geometry, computed with ωB97M-V/def2-TZVPD.

Summary:
Total charge ... -1
Relative energy (zero: lowest compared OMol25 entry of this formula, charge and spin) ... 0.324 eV
Gap between HOMO and LUMO ... 6.12 eV
Molecular weight ... 502.6 g/mol

Element x y z (Å)
C (-5.391, -1.460, -1.568)
N (-4.302, -1.779, -2.477)
C (-4.579, -2.859, -3.409)
C (-2.993, -1.336, -2.253)
C (-2.029, -2.219, -1.717)
C (-0.760, -1.750, -1.447)
C (-0.371, -0.424, -1.737)
C (1.007, 0.003, -1.497)
C (2.036, -0.664, -2.094)
C (3.334, -0.014, -2.431)
O (3.494, 1.178, -2.581)
O (4.386, -0.871, -2.696)
C (4.188, -2.258, -2.347)
C (5.362, -3.045, -2.948)
C (4.115, -2.479, -0.852)
O (2.995, -2.712, -3.014)
C (1.871, -1.927, -2.906)
O (0.882, -2.279, -3.501)
C (-1.323, 0.423, -2.348)
C (-2.604, -0.022, -2.624)
H (-5.098, -0.630, -0.908)
H (-6.279, -1.172, -2.153)
H (-5.655, -2.337, -0.948)
H (-3.737, -2.971, -4.103)
H (-4.751, -3.813, -2.888)
H (-5.486, -2.612, -3.978)
H (-2.289, -3.261, -1.514)
H (-0.031, -2.414, -0.987)
H (1.214, 0.922, -0.959)
H (5.414, -2.908, -4.033)
H (6.291, -2.687, -2.496)
H (5.245, -4.110, -2.729)
H (3.285, -1.927, -0.403)
H (3.994, -3.550, -0.665)
H (5.060, -2.150, -0.411)
H (-1.011, 1.427, -2.624)
H (-3.328, 0.604, -3.148)
C (-4.450, 1.541, 1.617)
C (-3.248, 2.266, 1.062)
O (-2.028, 1.691, 1.595)
C (-0.853, 1.886, 0.907)
C (0.202, 1.444, 1.798)
S (1.642, 2.328, 2.105)
C (1.826, 2.541, 3.908)
C (1.529, 3.791, 4.466)
C (1.885, 4.057, 5.793)
C (2.464, 3.062, 6.589)
C (2.688, 1.792, 6.047)
C (2.357, 1.517, 4.713)
O (2.800, 1.526, 1.806)
O (1.493, 3.643, 1.537)
O (-0.793, 2.306, -0.243)
H (-5.352, 1.965, 1.180)
H (-4.431, 0.478, 1.378)
H (-4.532, 1.650, 2.699)
H (-3.223, 2.209, -0.030)
H (-3.271, 3.318, 1.373)
H (-0.067, 0.637, 2.485)
H (1.051, 4.554, 3.847)
H (1.726, 5.058, 6.190)
H (2.745, 3.286, 7.621)
H (3.154, 1.013, 6.652)
H (2.534, 0.521, 4.299)

=====

A structure of composition C3H7NOS at a distorted geometry, computed with ωB97M-V/def2-TZVPD.

Summary:
Relative energy (zero: lowest compared OMol25 entry of this formula, charge and spin) ... 6.410 eV
Gap between HOMO and LUMO (alpha / beta) ... 7.83 / 7.83 eV
Molecular weight ... 105.2 g/mol

Element x y z (Å)
C (1.096, -0.562, 0.666)
C (1.089, 0.412, -0.554)
C (0.053, 0.216, 1.372)
N (-2.146, 0.525, -0.424)
O (-1.984, -0.579, 0.309)
S (-0.151, 1.442, 0.266)
H (0.703, -1.512, 0.330)
H (2.145, -0.695, 1.214)
H (2.125, 0.839, -0.583)
H (0.835, 0.081, -1.663)
H (-0.154, 0.105, 2.368)
H (-2.829, 1.076, -0.041)
H (-1.998, 0.343, -1.457)

=====

A cluster of 7 separate species, C7H28O7 in total at a distorted geometry, computed with ωB97M-V/def2-TZVPD.

Summary:
Relative energy (zero: lowest compared OMol25 entry of this formula, charge and spin) ... 5.271 eV
Gap between HOMO and LUMO ... 10.46 eV
Structure (SMILES) ... CO.CO.CO.CO.CO.CO.CO
Molecular weight ... 224.3 g/mol

Element x y z (Å)
C (-2.666, 5.558, 2.123)
O (-3.876, 5.996, 2.659)
H (-2.533, 4.492, 2.305)
H (-2.660, 5.679, 1.040)
H (-1.886, 6.100, 2.659)
H (-4.399, 6.422, 1.977)
C (-3.555, -5.736, 2.267)
O (-3.168, -4.521, 1.755)
H (-4.485, -5.631, 2.826)
H (-3.730, -6.607, 1.636)
H (-2.845, -6.117, 3.001)
H (-3.803, -4.046, 1.214)
C (1.369, -5.658, 1.826)
O (2.651, -6.362, 2.168)
H (0.574, -6.403, 1.782)
H (1.139, -4.916, 2.591)
H (1.251, -5.107, 0.893)
H (2.552, -6.466, 3.117)
C (-0.610, 0.405, 0.320)
O (-0.236, -0.269, 1.542)
H (-0.550, -0.337, -0.477)
H (-1.589, 0.849, 0.500)
H (0.058, 1.239, 0.105)
H (-0.498, -1.184, 1.417)
C (4.509, 1.033, -0.281)
O (4.032, 2.397, -0.511)
H (4.585, 0.737, 0.766)
H (4.150, 0.243, -0.940)
H (5.548, 1.101, -0.604)
H (4.240, 2.800, 0.335)
C (1.837, 6.849, -1.476)
O (1.365, 5.650, -0.950)
H (2.270, 6.632, -2.452)
H (0.982, 7.523, -1.524)
H (2.651, 7.247, -0.871)
H (1.991, 4.952, -1.155)
C (-1.088, -2.303, -5.152)
O (0.242, -2.794, -5.171)
H (-1.815, -3.037, -5.501)
H (-1.327, -2.336, -4.089)
H (-1.260, -1.325, -5.602)
H (0.581, -2.751, -6.068)

=====

An isolated molecule of C3H5NO at a distorted geometry, computed with ωB97M-V/def2-TZVPD.

Summary:
Relative energy (zero: lowest compared OMol25 entry of this formula, charge and spin) ... 3.958 eV
Gap between HOMO and LUMO ... 9.70 eV
Structure (SMILES) ... O=CN1CC1
Molecular weight ... 71.1 g/mol

Element x y z (Å)
O (-2.231, 0.480, -0.164)
C (-1.458, -0.583, 0.100)
N (-0.293, -0.275, -0.241)
C (1.140, -0.394, -0.097)
C (0.538, 0.857, 0.134)
H (-1.930, -1.563, 0.199)
H (1.525, -1.274, 0.636)
H (1.685, -0.240, -1.135)
H (0.792, 1.779, -0.537)
H (0.232, 1.215, 1.104)

=====

A structure of composition C40H102F4HgN8O24S4 at a distorted geometry, computed with ωB97M-V/def2-TZVPD.

Summary:
Relative energy (zero: lowest compared OMol25 entry of this formula, charge and spin) ... 0.000 eV
Gap between HOMO and LUMO ... 7.36 eV
Molecular weight ... 1484.1 g/mol

Element x y z (Å)
Hg (0.756, -3.461, 0.204)
N (0.351, -5.499, 0.864)
S (0.060, -6.917, 0.260)
O (-1.361, -7.185, -0.016)
O (0.858, -8.033, 0.684)
F (0.750, -6.653, -1.162)
S (0.030, -5.985, 2.488)
O (1.246, -6.043, 3.334)
O (-0.972, -6.999, 2.775)
F (-0.648, -4.545, 2.842)
N (0.515, -1.285, 0.096)
S (0.064, -0.332, 1.490)
O (-1.227, 0.366, 1.429)
O (1.168, 0.297, 2.164)
F (-0.327, -1.631, 2.380)
S (0.377, -0.020, -0.879)
O (1.092, 1.224, -0.608)
O (-0.804, 0.081, -1.706)
F (1.367, -0.601, -1.963)
C (-4.037, -0.609, -3.666)
C (-4.511, 0.327, -4.805)
O (-5.799, -0.052, -5.253)
O (-3.348, -1.766, -3.997)
H (-4.837, -0.706, -2.933)
H (-3.314, -0.065, -3.058)
H (-3.844, 0.156, -5.650)
H (-4.624, 1.360, -4.476)
H (-6.024, 0.546, -5.969)
H (-3.881, -2.518, -4.265)
C (5.528, -0.051, -2.278)
C (4.182, 0.538, -2.222)
O (4.249, 1.924, -1.956)
O (6.062, 0.157, -3.605)
H (5.462, -1.132, -2.156)
H (6.199, 0.482, -1.604)
H (3.616, 0.095, -1.402)
H (3.608, 0.334, -3.126)
H (4.481, 2.392, -2.761)
H (7.018, 0.070, -3.595)
C (2.957, 2.783, 2.128)
O (3.773, 3.926, 2.388)
C (3.911, 4.693, 1.239)
C (4.868, 5.865, 1.469)
N (6.063, 5.530, 2.194)
C (6.946, 6.612, 2.552)
C (8.011, 6.214, 3.614)
O (7.465, 5.529, 4.825)
C (6.706, 6.431, 5.691)
H (3.116, 2.028, 2.898)
H (3.128, 2.292, 1.170)
H (1.902, 3.054, 2.090)
H (2.979, 4.898, 0.713)
H (4.428, 4.016, 0.558)
H (4.298, 6.598, 2.040)
H (5.112, 6.373, 0.536)
H (6.007, 4.880, 2.965)
H (6.291, 7.390, 2.943)
H (7.413, 7.085, 1.688)
H (8.479, 7.139, 3.952)
H (8.803, 5.600, 3.186)
H (6.493, 5.945, 6.643)
H (5.800, 6.671, 5.133)
H (7.209, 7.364, 5.946)
C (-4.285, -6.093, 8.224)
O (-3.900, -4.891, 7.506)
C (-2.980, -4.099, 8.185)
C (-2.670, -2.805, 7.391)
N (-2.488, -3.014, 5.949)
C (-2.254, -1.750, 5.224)
C (-0.846, -1.157, 5.425)
O (-0.855, 0.228, 4.809)
C (0.291, 1.042, 4.953)
H (-5.052, -6.685, 7.725)
H (-4.735, -5.815, 9.177)
H (-3.442, -6.765, 8.384)
H (-2.065, -4.691, 8.189)
H (-3.263, -3.810, 9.197)
H (-1.676, -2.558, 7.764)
H (-3.419, -2.045, 7.612)
H (-3.379, -3.438, 5.734)
H (-3.004, -1.003, 5.486)
H (-2.311, -1.943, 4.153)
H (-0.133, -1.689, 4.795)
H (-0.419, -1.050, 6.422)
H (0.339, 1.535, 5.924)
H (0.254, 1.866, 4.241)
H (1.207, 0.502, 4.716)
C (6.182, -5.241, -2.900)
O (4.930, -5.074, -2.214)
C (5.076, -5.249, -0.803)
C (3.600, -5.173, -0.143)
N (2.898, -3.981, -0.665)
C (3.522, -2.730, -0.185)
C (3.584, -2.446, 1.359)
O (2.332, -2.894, 1.868)
C (2.392, -2.843, 3.295)
H (6.874, -5.959, -2.458)
H (6.637, -4.278, -3.133)
H (5.928, -5.619, -3.890)
H (5.694, -4.485, -0.332)
H (5.410, -6.261, -0.572)
H (3.611, -5.250, 0.945)
H (3.083, -6.025, -0.584)
H (3.110, -4.006, -1.652)
H (3.074, -1.817, -0.578)
H (4.543, -2.607, -0.547)
H (3.751, -1.380, 1.514)
H (4.378, -3.101, 1.719)
H (1.458, -3.253, 3.679)
H (2.533, -1.848, 3.716)
H (3.157, -3.405, 3.832)
C (-9.026, 4.199, -1.698)
O (-7.745, 4.053, -1.073)
C (-6.984, 5.225, -0.798)
C (-5.700, 4.721, -0.106)
N (-4.937, 3.775, -1.028)
C (-3.862, 3.193, -0.257)
C (-4.409, 1.929, 0.527)
O (-5.110, 0.953, -0.277)
C (-5.787, -0.131, 0.393)
H (-9.753, 4.560, -0.970)
H (-9.317, 3.184, -1.968)
H (-9.038, 4.733, -2.648)
H (-7.532, 5.952, -0.199)
H (-6.845, 5.767, -1.734)
H (-5.908, 4.169, 0.810)
H (-4.962, 5.487, 0.134)
H (-5.556, 3.008, -1.245)
H (-3.405, 3.868, 0.467)
H (-3.083, 2.854, -0.939)
H (-5.058, 2.269, 1.335)
H (-3.673, 1.336, 1.070)
H (-6.218, -0.730, -0.409)
H (-6.597, 0.196, 1.045)
H (-5.034, -0.750, 0.879)
C (0.143, 4.445, -0.785)
O (-0.901, 4.169, -1.727)
C (-0.477, 3.381, -2.858)
C (-1.738, 2.977, -3.701)
N (-2.141, 4.184, -4.474)
C (-3.240, 3.612, -5.296)
C (-3.572, 4.511, -6.466)
O (-2.536, 4.365, -7.443)
C (-2.600, 3.457, -8.556)
H (-0.133, 5.241, -0.094)
H (1.037, 4.843, -1.265)
H (0.441, 3.588, -0.179)
H (0.036, 2.464, -2.567)
H (0.327, 3.881, -3.399)
H (-2.572, 2.699, -3.057)
H (-1.449, 2.141, -4.339)
H (-2.575, 4.895, -3.902)
H (-4.151, 3.515, -4.706)
H (-3.027, 2.618, -5.687)
H (-3.684, 5.554, -6.170)
H (-4.486, 4.205, -6.976)
H (-1.589, 3.433, -8.964)
H (-3.258, 3.790, -9.359)
H (-3.001, 2.487, -8.261)
C (4.103, -2.376, -4.061)
O (3.092, -2.971, -3.223)
C (1.890, -3.050, -3.942)
C (0.799, -3.984, -3.270)
N (-0.040, -3.290, -2.303)
C (-1.316, -3.944, -2.193)
C (-2.161, -3.227, -1.209)
O (-1.761, -3.497, 0.149)
C (-2.727, -2.963, 1.096)
H (5.063, -2.487, -3.558)
H (3.877, -1.326, -4.247)
H (4.308, -2.922, -4.982)
H (1.984, -3.565, -4.898)
H (1.492, -2.060, -4.168)
H (1.270, -4.834, -2.776)
H (0.265, -4.409, -4.120)
H (-0.220, -2.332, -2.570)
H (-1.373, -4.989, -1.889)
H (-1.831, -3.919, -3.153)
H (-3.189, -3.581, -1.281)
H (-2.141, -2.161, -1.436)
H (-3.719, -3.336, 0.842)
H (-2.743, -1.874, 1.087)
H (-2.546, -3.305, 2.116)

=====

A cluster of 4 separate species, C21H37B2BrCl2O8S3 in total at a distorted geometry, computed with ωB97M-V/def2-TZVPD.

Summary:
Gap between HOMO and LUMO ... 8.21 eV
Molecular weight ... 686.2 g/mol

Element x y z (Å)
C (-4.206, -5.302, 1.815)
C (-2.742, -4.817, 1.580)
B (-2.633, -3.531, 0.645)
O (-3.641, -2.580, 0.540)
C (-1.282, -3.382, -0.213)
C (-0.138, -3.205, 0.413)
C (0.013, -3.127, 1.881)
Cl (0.553, -4.602, 2.711)
C (-0.228, -2.053, 2.609)
C (-0.741, -0.767, 1.999)
Cl (0.027, -2.070, 4.346)
C (1.105, -3.114, -0.468)
O (2.145, -3.594, -0.164)
C (0.892, -2.372, -1.776)
C (2.055, -1.531, -2.243)
B (2.777, -2.125, -3.544)
O (3.018, -3.487, -3.558)
O (3.162, -1.351, -4.620)
C (-0.263, -2.509, -2.404)
C (-0.571, -1.762, -3.693)
Br (-2.342, -2.168, -4.437)
C (-0.423, -0.200, -3.538)
C (-1.309, 0.640, -4.486)
C (-1.234, -3.470, -1.728)
O (-1.888, -4.274, -2.304)
H (-4.327, -5.474, 2.893)
H (-4.951, -4.552, 1.534)
H (-4.371, -6.266, 1.326)
H (-2.083, -5.598, 1.184)
H (-2.306, -4.519, 2.550)
H (-3.654, -2.072, 1.367)
H (-0.916, -0.859, 0.929)
H (-1.675, -0.508, 2.520)
H (-0.055, 0.059, 2.210)
H (2.826, -1.553, -1.455)
H (1.785, -0.481, -2.342)
H (2.987, -3.784, -2.635)
H (2.870, -1.772, -5.442)
H (0.163, -2.083, -4.442)
H (0.606, 0.029, -3.829)
H (-0.636, 0.120, -2.511)
H (-2.337, 0.746, -4.129)
H (-0.884, 1.660, -4.469)
H (-1.253, 0.323, -5.531)
C (-1.603, 3.411, -1.118)
S (-2.300, 2.618, 0.339)
O (-1.221, 1.793, 0.947)
C (-3.387, 1.497, -0.557)
H (-0.857, 4.131, -0.788)
H (-1.131, 2.663, -1.756)
H (-2.393, 3.930, -1.662)
H (-2.801, 0.873, -1.232)
H (-4.122, 2.075, -1.118)
H (-3.900, 0.867, 0.168)
C (3.346, 1.459, 1.778)
S (2.173, 2.002, 0.529)
O (2.132, 0.945, -0.527)
C (3.179, 3.347, -0.113)
H (2.931, 0.583, 2.276)
H (4.294, 1.197, 1.306)
H (3.491, 2.259, 2.502)
H (4.136, 2.957, -0.463)
H (3.334, 4.085, 0.668)
H (2.644, 3.804, -0.945)
C (2.929, 6.220, 4.628)
S (2.184, 4.713, 3.990)
O (2.716, 4.505, 2.612)
C (0.520, 5.372, 3.820)
H (3.993, 6.040, 4.768)
H (2.787, 7.033, 3.915)
H (2.473, 6.472, 5.585)
H (0.532, 6.239, 3.158)
H (0.139, 5.651, 4.803)
H (-0.111, 4.594, 3.393)

=====

A structure of composition C32H25N2O4RuSSb, computed with ωB97M-V/def2-TZVPD.

Summary:
Total charge ... +3
2S+1 ... 6
Relative energy (zero: lowest compared OMol25 entry of this formula, charge and spin) ... 0.273 eV
Gap between HOMO and LUMO (alpha / beta) ... 6.99 / 5.67 eV
Molecular weight ... 756.5 g/mol

Element x y z (Å)
Ru (0.613, 0.301, 1.047)
O (0.608, -3.367, 3.330)
C (0.417, -2.223, 2.757)
O (1.121, -1.759, 1.864)
C (-0.757, -1.447, 3.265)
C (-1.607, -1.859, 4.278)
C (-2.627, -1.000, 4.658)
C (-2.762, 0.230, 4.024)
C (-1.866, 0.559, 3.019)
N (-0.892, -0.273, 2.654)
C (-1.836, 1.839, 2.225)
O (-2.705, 2.782, 2.419)
O (-0.956, 1.991, 1.386)
H (1.390, -3.836, 2.983)
H (-1.469, -2.819, 4.757)
H (-3.311, -1.281, 5.448)
H (-3.551, 0.904, 4.331)
H (-3.373, 2.605, 3.100)
C (0.525, -4.332, -0.914)
C (1.548, -3.400, -1.032)
C (1.233, -2.056, -1.154)
C (-0.102, -1.631, -1.156)
C (-1.124, -2.581, -1.044)
C (-0.809, -3.923, -0.923)
Sb (-0.391, 0.398, -1.661)
C (-2.410, 0.849, -1.377)
C (-2.983, 1.822, -2.193)
C (-4.320, 2.159, -2.032)
C (-5.081, 1.527, -1.058)
C (-4.506, 0.558, -0.239)
C (-3.172, 0.222, -0.392)
C (0.190, 0.643, -3.652)
C (1.365, 1.288, -4.018)
C (1.693, 1.362, -5.364)
C (0.851, 0.805, -6.316)
C (-0.326, 0.169, -5.942)
C (-0.668, 0.088, -4.602)
H (0.762, -5.386, -0.842)
H (2.580, -3.722, -1.058)
H (2.039, -1.339, -1.299)
H (-2.165, -2.283, -1.088)
H (-1.600, -4.659, -0.866)
H (-2.402, 2.314, -2.965)
H (-4.766, 2.908, -2.672)
H (-6.127, 1.778, -0.944)
H (-5.113, 0.047, 0.498)
H (-2.741, -0.552, 0.239)
H (2.019, 1.730, -3.277)
H (2.604, 1.858, -5.669)
H (1.112, 0.872, -7.364)
H (-0.979, -0.258, -6.691)
H (-1.592, -0.404, -4.316)
S (3.136, 3.844, 2.361)
C (1.870, 3.074, 1.559)
N (2.097, 1.836, 1.158)
C (3.395, 1.434, 1.508)
C (3.989, 0.210, 1.204)
C (5.276, -0.012, 1.646)
C (5.981, 0.966, 2.359)
C (5.415, 2.194, 2.636)
C (4.110, 2.413, 2.203)
H (0.933, 3.574, 1.360)
H (3.483, -0.527, 0.590)
H (5.766, -0.948, 1.416)
H (6.994, 0.762, 2.678)
H (5.970, 2.961, 3.160)